1.
2 unconnected molecules or ions with the total composition C3H11N3O in a non-equilibrium geometry. Source: OMol25; level of theory: ωB97M-V with the def2-TZVPD basis set.

Geometry as XYZ:
```
18
Properties=species:S:1:pos:R:3:forces:R:3
H 2.136593 1.073848 -2.411473 0.2 -1.8 1.3
N 2.075940 0.231038 -1.738410 -1.5 1.1 -0.5
C 0.946440 0.365314 -1.132002 -0.7 0.7 0.6
N 0.041055 1.461294 -1.312807 -0.2 -0.3 2.3
N 0.377800 -0.598193 -0.138435 3.1 -1.0 -3.0
C 0.298036 -0.135181 1.219564 -2.3 0.3 1.0
C 0.459290 -1.218677 2.309822 0.1 -2.2 -3.3
H -0.224643 1.769131 -0.340393 -0.2 -0.3 -1.6
H 0.328013 2.284809 -1.834587 0.5 -0.5 0.1
H 1.135997 -1.331177 -0.170298 -1.2 0.6 0.1
H 1.088568 0.558593 1.341879 0.6 1.3 0.7
H -0.755031 0.337279 1.352969 1.8 -0.4 0.0
H -0.315216 -2.026023 2.194458 0.2 1.1 0.6
H 1.381087 -1.834924 2.128442 -0.3 0.9 0.2
H 0.524027 -0.746850 3.234629 -0.2 0.5 1.7
O -3.371737 -0.150744 -1.162443 2.3 -0.1 -2.8
H -2.509181 -0.474124 -1.622531 -1.8 0.4 1.8
H -3.617037 0.434587 -1.918387 -0.4 -0.3 1.1
```
Forces are in eV/Å.

Output
maximum force: 4.47 eV/Å
energy above the lowest of the compared OMol25 structures with the same formula, charge and spin: 40.2 kcal/mol
HOMO-LUMO gap: 10.30 eV
HOMO energy: -9.5 eV
2S+1: 1
lowest unoccupied orbital energy: 0.8 eV
SMILES: [H]/N=C(\N)NCC.O

natural (NBO) atomic charge list, values in e, 5 entries: atom 1 (H): 0.33, atom 2 (N): -0.71, atom 3 (C): 0.58, atom 4 (N): -0.86, atom 5 (N): -0.64

2.
A molecular structure, C3H11N3O3P in a non-equilibrium geometry. Source: OMol25; level of theory: ωB97M-V with the def2-TZVPD basis set.

Geometry as XYZ:
```
21
Properties=species:S:1:pos:R:3:forces:R:3
C 0.248508 0.262787 -0.019277 -0.4 -2.3 -0.9
C 2.513239 0.881902 0.381975 0.1 -0.3 3.0
C 2.002407 -1.470632 -0.165137 -0.3 -1.5 -0.9
N -0.390060 1.356319 -0.187478 1.3 3.7 0.0
N -0.705410 -0.756736 -0.072025 -2.1 3.8 -1.0
N 1.512829 -0.118169 0.032419 1.2 1.6 -0.1
O -2.748342 0.837454 1.145354 -0.7 2.5 1.6
O -2.967425 -1.369574 0.167246 -1.6 0.4 -0.6
O -2.714410 0.685972 -1.305889 0.5 1.5 -6.1
P -2.247702 0.029179 -0.059497 3.3 -2.6 2.6
H 2.082395 1.884213 0.607928 0.3 -0.9 -0.2
H 3.055073 0.493818 1.321205 -1.0 0.8 -1.0
H 3.311721 0.954064 -0.287002 0.9 0.3 -1.7
H 1.737874 -1.922673 -1.204757 0.8 1.2 1.4
H 3.133900 -1.477603 0.024536 -1.9 -0.2 -0.2
H 1.417848 -2.131611 0.505216 1.0 0.1 0.1
H 0.176995 2.262408 -0.352472 -1.3 -2.1 0.5
H -0.620880 -1.629505 0.299466 0.3 -2.8 1.2
H -2.766495 1.857015 1.320875 0.5 -2.9 -1.0
H -3.945482 -1.416795 0.002612 1.2 0.1 0.3
H -2.086589 0.788159 -2.155296 -2.0 -0.4 3.0
```
Forces are in eV/Å.

Output
maximum force: 6.25 eV/Å
total charge: +1
energy above the lowest of the compared OMol25 structures with the same formula, charge and spin: 50.2 kcal/mol
HOMO-LUMO gap: 9.94 eV
HOMO energy: -13.0 eV
2S+1: 1
lowest unoccupied orbital energy: -3.0 eV

natural (NBO) atomic charge list, values in e, 5 entries: atom 1 (C): 0.63, atom 2 (C): -0.41, atom 3 (C): -0.42, atom 4 (N): -0.88, atom 5 (N): -0.91

Number 1: electronic energy -360.3734 Eh. Number 2: electronic energy -852.0782 Eh.